[1]
Formula: C31H32ClMoN2O7STe
Source: OMol25
Level of theory: ωB97M-V/def2-TZVPD

Each line ends with the Mulliken charge.
Cartesian coordinates (Å):
Mo  -0.16927  1.06274  -0.59400  0.56
C  0.65319  -4.21044  1.66547  -1.62
C  0.07083  -3.29243  0.58471  0.43
C  -1.36325  -2.89739  0.91590  -1.20
C  0.99811  -2.11195  0.38445  -0.78
C  0.81795  -0.88512  1.03623  0.29
C  1.79962  0.11588  0.94690  0.62
C  2.94011  -0.05617  0.15427  0.82
C  4.01431  0.99167  0.10523  -1.87
C  3.07862  -1.25720  -0.52772  -1.16
C  2.13799  -2.26701  -0.39552  -0.22
H  0.01552  -5.08424  1.80206  0.45
H  0.71362  -3.68229  2.61961  0.32
H  1.65436  -4.55229  1.40261  0.41
H  0.05863  -3.85325  -0.35680  0.51
H  -1.44285  -2.45696  1.91333  0.24
H  -2.00582  -3.77779  0.90411  0.47
H  -1.74588  -2.18638  0.18317  0.03
H  -0.00906  -0.76150  1.72448  -0.28
H  1.71611  1.00375  1.55992  0.70
H  3.67126  1.93717  0.52561  0.29
H  4.35135  1.16071  -0.91842  0.39
H  4.88207  0.67241  0.68494  0.48
H  3.95218  -1.42064  -1.14800  0.49
H  2.29470  -3.20745  -0.91262  0.56
Cl  3.10590  7.62798  0.99548  -0.19
C  2.27130  6.12203  0.89097  -0.02
C  1.41788  5.73099  1.93544  -0.65
C  0.73473  4.53877  1.88905  -0.98
C  0.87155  3.68728  0.78364  0.22
O  0.20619  2.55710  0.75523  0.56
C  1.74214  4.08068  -0.25399  1.28
C  1.98045  3.20431  -1.33569  -0.48
O  1.46960  2.07975  -1.50687  -0.25
C  2.43743  5.30564  -0.19171  -1.08
H  1.30170  6.38989  2.78567  0.47
H  0.07409  4.24586  2.69396  0.44
H  2.70788  3.52670  -2.08950  0.32
H  3.10011  5.58707  -1.00062  0.47
N  0.05570  -1.70009  -7.27684  -0.36
C  0.66073  -2.24480  -6.19622  -0.08
O  1.28469  -3.28244  -6.20481  -0.58
C  0.52991  -1.45484  -4.91858  0.51
C  0.79063  -0.09719  -4.85230  -0.93
C  0.71169  0.54517  -3.63223  -0.76
N  0.37561  -0.08475  -2.50023  1.55
C  0.08309  -1.39451  -2.58207  -0.69
C  0.17876  -2.11332  -3.75131  -1.04
H  0.07236  -2.22018  -8.13913  0.24
H  -0.58535  -0.93133  -7.18945  0.22
H  1.05926  0.46784  -5.73418  0.48
H  0.90495  1.60165  -3.56337  0.61
H  -0.26114  -1.87055  -1.68083  0.76
H  -0.03116  -3.17371  -3.75816  0.55
C  -3.58841  -0.10160  1.56586  -0.77
Te  -2.27085  1.55087  1.39112  0.46
C  -1.48309  0.94357  3.28931  -1.43
C  -2.37535  -0.17855  3.76859  0.85
C  -2.19107  -0.72258  5.03745  -0.89
C  -2.99716  -1.75585  5.48249  -0.61
C  -4.00285  -2.25137  4.66107  -0.67
C  -4.19550  -1.70978  3.40203  -0.63
C  -3.38489  -0.67395  2.94492  0.34
H  -3.33580  -0.80756  0.77751  0.23
H  -4.60289  0.24859  1.38658  0.72
H  -1.50121  1.79776  3.96436  0.80
H  -0.44484  0.62707  3.18922  0.41
H  -1.41286  -0.32788  5.68006  0.48
H  -2.84905  -2.16965  6.47083  0.43
H  -4.64060  -3.05381  5.00665  0.43
H  -4.98428  -2.08876  2.76335  0.50
O  -3.72144  1.36258  -1.24740  -0.66
S  -2.52975  0.99505  -1.95828  1.27
O  -1.43193  2.08553  -1.76699  -0.51
O  -1.76867  -0.09021  -1.11724  -0.64
O  -2.62260  0.60570  -3.32269  -0.66

Forces on atoms 1 to 3 (eV/Å):
-0.28 0.32 -0.33
-0.02 0.00 0.00
-0.02 0.01 0.01

Computed properties:
Electronic energy   -82482.442 eV
Spin multiplicity   3
LUMO level (alpha / beta)   -3.854 / -4.356 eV
Frontier orbital gap (alpha / beta)   7.44 / 7.20 eV
Relative energy (zero: lowest compared OMol25 entry of this formula, charge and spin)   48.3 kJ/mol
Total charge   +1
<S²>   2.036

=====

[2]
Formula: C31H32CuN7OS3Si
Source: OMol25
Level of theory: ωB97M-V/def2-TZVPD

Each line ends with the Mulliken charge.
Cartesian coordinates (Å):
Cu  -0.56676  -1.38878  0.06988  0.22
C  2.11736  -3.76010  0.98865  -1.13
Si  2.27799  -1.88673  1.25987  0.28
C  3.62486  -1.63083  2.59012  -1.54
C  3.09339  -1.11601  -0.27823  -0.86
N  0.75125  -1.14338  1.53821  1.46
C  0.18423  -0.86953  2.76754  0.16
C  0.73635  -1.21437  4.01006  -0.74
C  0.14493  -0.85244  5.21124  -0.91
C  -1.04493  -0.14940  5.22744  -0.89
C  -1.64712  0.18322  4.01830  -0.67
C  -1.04625  -0.16507  2.82663  0.43
O  -1.58821  0.15647  1.58941  1.21
C  -2.87483  0.68211  1.58488  -0.79
C  -3.04543  2.05609  1.62558  -0.05
C  -4.32782  2.58287  1.60942  -0.85
C  -5.42708  1.73894  1.54275  -0.49
C  -5.24217  0.36432  1.49948  -0.91
C  -3.96409  -0.17036  1.53700  0.20
H  2.51745  -4.05075  0.01463  0.27
H  1.06101  -4.03962  1.01239  0.21
H  2.63012  -4.34488  1.75502  0.43
H  4.60580  -1.79687  2.14015  0.41
H  3.52287  -2.32786  3.42427  0.39
H  3.61042  -0.61590  2.99727  0.36
H  4.18034  -1.12856  -0.16641  0.49
H  2.78662  -0.08336  -0.45610  0.05
H  2.84589  -1.67877  -1.17866  0.22
H  1.64756  -1.79408  4.02115  0.29
H  0.62552  -1.13426  6.14087  0.38
H  -1.51155  0.13152  6.16226  0.39
H  -2.59153  0.71026  4.00865  0.44
H  -2.17258  2.69265  1.65404  0.49
H  -4.46474  3.65646  1.64718  0.40
H  -6.42877  2.15042  1.53214  0.39
H  -6.09398  -0.29959  1.42910  0.41
H  -3.80249  -1.24094  1.52281  0.59
S  -2.37911  -1.05384  -1.37204  -0.51
C  -2.92498  -2.54582  -0.71905  0.95
S  -1.89962  -3.17192  0.51836  -0.55
C  -4.09298  -3.16760  -1.12545  0.49
C  -4.53445  -4.38947  -0.55562  -0.04
N  -4.92398  -5.37981  -0.10935  -0.61
C  -4.92947  -2.61410  -2.12971  -0.05
N  -5.63419  -2.20073  -2.94458  -0.62
N  0.76971  0.01039  -2.52999  0.17
C  0.73935  -1.32489  -2.80963  0.27
C  1.09112  -1.79959  -4.08287  -0.91
C  1.07131  -3.15359  -4.32129  -0.38
C  0.70354  -4.01910  -3.29642  -1.01
C  0.38939  -3.47337  -2.07004  -0.58
N  0.41375  -2.16340  -1.81498  0.62
H  0.68656  0.64810  -3.30252  0.23
H  0.23491  0.29259  -1.72021  -0.38
H  1.36667  -1.09578  -4.85778  0.44
H  1.33170  -3.54005  -5.29860  0.38
H  0.65880  -5.08860  -3.44290  0.43
H  0.07848  -4.10110  -1.24372  0.37
N  1.10515  1.85477  0.87059  -0.33
C  0.87624  2.61437  -0.21752  0.32
S  -0.63027  2.66399  -0.91896  -0.34
N  1.97015  3.35370  -0.59325  -0.06
C  2.17563  4.25961  -1.65226  0.60
C  1.55082  4.18452  -2.89624  -0.12
C  1.88022  5.09130  -3.89224  -0.74
C  2.83501  6.07387  -3.67988  -0.45
C  3.45878  6.15154  -2.44468  -0.55
C  3.13117  5.25475  -1.44284  -0.51
H  0.44555  1.11285  1.09329  -0.45
H  2.04956  1.66436  1.16998  0.34
H  2.71809  3.36018  0.08210  0.21
H  0.80319  3.43471  -3.08180  0.29
H  1.38092  5.02037  -4.85008  0.36
H  3.09099  6.77023  -4.46793  0.37
H  4.20124  6.91561  -2.25303  0.35
H  3.61745  5.32812  -0.47586  0.31

Forces on atoms 1 to 3 (eV/Å):
0.04 0.07 -0.10
-0.08 0.21 0.01
0.59 -0.05 -0.24

Computed properties:
Electronic energy   -130172.817 eV
Spin multiplicity   2
LUMO level (alpha / beta)   2.144 / 1.611 eV
Frontier orbital gap (alpha / beta)   6.94 / 6.48 eV
Relative energy (zero: lowest compared OMol25 entry of this formula, charge and spin)   0.0 kJ/mol
Total charge   -1
<S²>   0.756

=====

[3]
Formula: C31H32F3N3O5S
Source: OMol25
Level of theory: ωB97M-V/def2-TZVPD

Each line ends with the Mulliken charge.
Cartesian coordinates (Å):
C  -1.33897  1.29359  6.06134  -1.45
C  -1.61221  1.06319  4.59951  1.06
C  -1.72038  2.14104  3.70935  -0.52
C  -1.82639  1.93901  2.34155  -0.73
C  -1.87187  0.62707  1.80206  0.76
C  -1.88744  0.38909  0.37712  -1.15
S  -3.17790  -0.68888  -0.12255  0.97
C  -3.68645  0.03070  -1.78983  0.60
F  -4.23330  -0.91840  -2.57759  -0.22
F  -4.56678  1.03459  -1.63576  -0.24
F  -2.57937  0.52602  -2.41590  -0.20
O  -2.61201  -2.00399  -0.38463  -0.72
O  -4.34565  -0.58374  0.71826  -0.72
C  -1.93456  -0.45487  2.72256  -0.52
C  -1.77944  -0.23254  4.08061  -0.89
H  -1.31979  0.34594  6.60563  0.34
H  -0.37171  1.78667  6.22740  0.27
H  -2.10323  1.92975  6.52301  0.35
H  -1.70317  3.15688  4.10712  0.36
H  -1.90256  2.77416  1.64229  0.39
H  -1.72535  1.21989  -0.30985  0.77
H  -2.06171  -1.46896  2.33857  0.35
H  -1.78125  -1.07274  4.77727  0.28
C  7.03222  1.08309  0.13257  -0.96
N  5.74149  0.62742  0.60115  0.26
C  5.47472  0.48816  1.93274  0.29
O  6.27461  0.68808  2.84455  -0.70
C  4.02253  0.02511  2.05978  0.19
C  3.14174  0.96909  2.87215  -0.73
C  3.61404  1.15694  4.29389  0.53
C  3.92126  2.44021  4.75794  -0.46
C  4.46677  2.60411  6.03277  -0.65
C  4.65473  1.49207  6.86384  -0.42
C  4.26521  0.21804  6.42308  -0.76
C  3.73715  0.05227  5.13871  -0.29
N  3.59623  -0.07268  0.66838  0.60
C  2.31572  -0.35271  0.35859  0.20
C  1.85664  -0.49551  -0.94502  -0.15
C  0.53756  -0.70513  -1.33108  0.21
C  0.23569  -1.11255  -2.67891  0.43
C  -0.95310  -1.83598  -2.99534  -0.50
C  -1.26644  -2.23105  -4.27465  -0.56
C  -0.36513  -1.96482  -5.32441  -0.19
N  -0.73766  -2.25791  -6.66580  0.94
O  0.07165  -2.00330  -7.58711  -0.58
O  -1.87099  -2.75026  -6.87432  -0.57
C  0.86652  -1.33722  -5.05465  -0.63
C  1.12989  -0.87426  -3.77734  -0.47
C  4.66004  0.25752  -0.30199  0.09
C  4.30433  1.45731  -1.19616  -1.52
C  5.11000  -0.94375  -1.15391  -1.52
H  7.66135  1.32960  0.99466  0.37
H  7.52860  0.30631  -0.46685  0.30
H  6.91254  1.97579  -0.49667  0.30
H  4.02138  -0.97531  2.52872  0.27
H  3.11194  1.94190  2.35916  0.37
H  2.11788  0.56719  2.87580  0.48
H  3.77233  3.29203  4.08960  0.35
H  4.76205  3.60114  6.36760  0.38
H  5.08310  1.61881  7.86114  0.38
H  4.39192  -0.65129  7.06894  0.38
H  3.44746  -0.93724  4.77262  0.37
H  1.63256  -0.52244  1.19659  0.63
H  2.61204  -0.48315  -1.73309  -0.38
H  -0.25828  -0.66091  -0.58294  -0.03
H  -1.62139  -2.10718  -2.18229  0.74
H  -2.19684  -2.74698  -4.49937  0.51
H  1.57161  -1.20993  -5.87357  0.49
H  2.04057  -0.29533  -3.61721  0.45
H  4.11770  2.34159  -0.57060  0.35
H  5.14025  1.66707  -1.87751  0.48
H  3.41338  1.26403  -1.79786  0.40
H  5.62555  -1.67060  -0.51157  0.41
H  4.26756  -1.44131  -1.63950  0.31
H  5.80907  -0.60056  -1.92971  0.45

Forces on atoms 1 to 3 (eV/Å):
-0.05 0.04 0.19
-0.20 -0.12 -0.40
0.31 -0.13 0.14

Computed properties:
Electronic energy   -66355.745 eV
LUMO level   -2.717 eV
Frontier orbital gap   3.49 eV
Relative energy (zero: lowest compared OMol25 entry of this formula, charge and spin)   0.0 kJ/mol
Total charge   0

=====

Going through the records in order, we get F_max values of 0.0105; 0.0125; 0.0708 hartree/bohr.